Entry 1:
A 2-piece molecular cluster, C2H2NO2S overall in a non-equilibrium geometry, computed with ωB97M-V/def2-TZVPD.

The value obtained for the HOMO energy (alpha / beta) is -4.8 / -4.8 eV. The calculation puts the molar mass at 104.11 g mol⁻¹. Its LUMO energy (alpha / beta) is 3.52 / 3.51 eV. As for the strongest force on any atom: 3.5 eV/A. The gap between HOMO and LUMO (alpha / beta) is 8.34 / 8.34 eV. The net charge is -1. Its energy relative to the best compared isomer or geometry (same formula, charge and spin) is 125.60 kcal per mole.

Cartesian coordinates (Å):
C 0.75455 0.08970 0.18656
C -2.46867 -1.04196 -0.40884
N -0.34728 -0.32234 0.15085
O 2.02811 2.19704 -0.32008
O 3.33421 0.07667 -0.32304
S 2.44508 0.98252 0.40309
H -3.18925 -0.22270 -0.17772
H -2.55674 -1.75893 0.48919

=====

Entry 2:
C4H8N3O as an isolated structure in a non-equilibrium geometry, computed with ωB97M-V/def2-TZVPD.

The value obtained for the HOMO energy is -14.4 eV. The calculation puts the molar mass at 114.13 g mol⁻¹. Its LUMO energy is -5.76 eV. As for the strongest force on any atom: 3.8 eV/A. The gap between HOMO and LUMO is 8.62 eV. The net charge is +1. Its energy relative to the best compared isomer or geometry (same formula, charge and spin) is 70.32 kcal per mole.

Cartesian coordinates (Å):
C -1.67164 -1.18557 -0.12074
C -1.78596 1.04056 -0.56398
C -0.40916 -0.98667 0.63705
C 0.34777 0.07367 -0.16155
N -2.31869 -0.16092 -0.53066
N -0.47460 1.17298 -0.56191
N 1.56377 0.44840 0.31677
O 0.48751 -0.86295 -1.68036
H -2.05801 -2.16701 -0.36064
H -2.42908 1.90150 -0.69347
H -0.57816 -0.64239 1.66250
H 0.16980 -1.90793 0.66569
H -0.02020 2.03247 -0.85232
H 2.16010 -0.30236 0.64371
H 2.07893 1.15023 -0.20186
H 1.00867 -0.36097 -2.31082

=====

Entry 3:
C29H22GeN3O6PdS as an isolated structure, computed with ωB97M-V/def2-TZVPD.

The value obtained for the HOMO energy (alpha / beta) is -8.4 / -8.4 eV. Its multiplicity is 2. The calculation puts the molar mass at 719.61 g mol⁻¹. Its LUMO energy (alpha / beta) is -1.61 / -1.61 eV. As for the strongest force on any atom: 0.7 eV/A. The gap between HOMO and LUMO (alpha / beta) is 6.76 / 6.77 eV. The net charge is 0. Its energy relative to the best compared isomer or geometry (same formula, charge and spin) is 0.73 kcal per mole.

Cartesian coordinates (Å):
Pd 0.54227 -0.44735 0.17654
O 6.52191 -5.27688 -0.12458
N 5.31518 -5.34550 -0.06311
O 4.69539 -6.38320 0.02155
C 4.54513 -4.05307 -0.09076
C 5.30525 -2.94314 -0.23953
C 4.69767 -1.64501 -0.28749
C 5.44302 -0.46138 -0.43601
C 4.77793 0.73760 -0.46844
C 3.37961 0.73884 -0.36080
N 2.67124 -0.36622 -0.23557
C 3.31000 -1.55190 -0.18480
C 2.50686 -2.74958 -0.01357
N 1.17170 -2.56076 0.10070
C 0.38443 -3.60521 0.26446
C 0.88306 -4.90948 0.32544
C 2.23303 -5.12181 0.21782
C 3.09925 -4.02105 0.03615
H 6.37712 -3.03137 -0.32446
H 6.52103 -0.50880 -0.51740
H 5.30687 1.67347 -0.57194
H 2.80378 1.65781 -0.36935
H -0.67522 -3.40741 0.37010
H 0.19824 -5.73308 0.46694
H 2.62610 -6.12088 0.27226
O -1.65638 0.66818 0.95043
S -0.95720 1.77895 -0.02767
O -1.77014 2.95172 0.03489
O 0.37421 1.90298 0.59372
O -0.87079 1.09691 -1.30779
C -2.51352 -1.31021 -1.37340
Ge -2.83365 -0.62975 0.41472
C -4.60006 0.14423 0.57038
C -5.00503 0.73462 1.76728
C -6.26681 1.29383 1.88888
C -7.14301 1.26895 0.81231
C -6.75396 0.69150 -0.38568
C -5.48716 0.13520 -0.50296
C -2.42987 -1.96887 1.76925
C -1.37582 -1.76647 2.62614
C -0.92352 -2.78493 3.49752
C -1.53159 -4.00386 3.49546
C -2.64554 -4.25327 2.65268
C -3.30166 -5.50904 2.66229
C -4.38239 -5.73962 1.86244
C -4.86493 -4.71311 1.02241
C -4.24813 -3.49536 0.99393
C -3.11057 -3.22704 1.79723
H -3.07982 -2.23500 -1.49861
H -1.45546 -1.51597 -1.53462
H -2.82088 -0.58254 -2.12012
H -4.32637 0.77043 2.61253
H -6.56841 1.75410 2.82091
H -8.12911 1.70551 0.90797
H -7.43138 0.67965 -1.22958
H -5.19252 -0.30178 -1.45066
H -0.86513 -0.81011 2.62982
H -0.08586 -2.58898 4.15443
H -1.18576 -4.79675 4.14846
H -2.93201 -6.28075 3.32687
H -4.87952 -6.70045 1.87953
H -5.73603 -4.88932 0.40526
H -4.66466 -2.71622 0.36558

=====

Entry 4:
A 5-piece molecular cluster, C24H26F32NO7PS overall in a non-equilibrium geometry, computed with ωB97M-V/def2-TZVPD.

As for the SMILES: N=[PH2][C@H]1CCOS(=O)(=O)C1.FC(F)C(F)(F)COC(F)(F)C(F)F.FC(F)C(F)(F)COC(F)(F)C(F)F.FC(F)C(F)(F)COC(F)(F)C(F)F.FC(F)C(F)(F)COC(F)(F)C(F)F. The value obtained for the HOMO energy is -9.4 eV. The calculation puts the molar mass at 1111.45 g mol⁻¹. Its LUMO energy is 0.11 eV. As for the strongest force on any atom: 1.3 eV/A. The gap between HOMO and LUMO is 9.53 eV. The net charge is 0.

Cartesian coordinates (Å):
N 6.24719 -3.15247 1.98407
P 5.39520 -4.44085 1.69168
C 3.63508 -4.22392 2.07326
C 3.08051 -2.87860 1.55648
C 1.78204 -2.58997 2.30908
O 0.74840 -3.54684 1.94919
S 1.05622 -5.08301 2.26359
O 1.19391 -5.24563 3.69725
O 0.07574 -5.83622 1.51799
C 2.67859 -5.32445 1.54037
H 7.01424 -3.33345 2.63973
H 5.35088 -4.83405 0.33745
H 5.77487 -5.60192 2.38930
H 3.53550 -4.23633 3.18225
H 3.79757 -2.04398 1.65924
H 2.82186 -2.99845 0.48450
H 1.42001 -1.57212 2.05869
H 1.95760 -2.60896 3.40757
H 2.51569 -5.23227 0.44488
H 2.98587 -6.35440 1.79563
C -3.18040 -6.41690 0.07895
C -2.56151 -7.81709 -0.02662
C -1.47625 -8.02984 -1.08148
F -1.94707 -7.81011 -2.32722
F -1.05287 -9.31435 -1.00724
F -3.54034 -8.74385 -0.15156
F -1.93399 -8.04136 1.15982
O -4.42860 -6.19630 -0.55051
C -4.54633 -5.78259 -1.85005
C -5.28698 -6.80635 -2.72332
F -4.66085 -8.00003 -2.70573
F -5.30615 -6.34471 -3.99793
F -3.36656 -5.42459 -2.40180
F -5.34291 -4.67880 -1.84827
H -3.40449 -6.29499 1.13755
H -2.45770 -5.63999 -0.17667
H -0.63191 -7.36500 -0.88124
H -6.31064 -6.92426 -2.36186
C -2.17258 1.60860 -0.72810
C -3.12305 2.52629 0.05364
C -2.52242 3.48241 1.08800
F -1.90885 2.80840 2.08483
F -3.53509 4.20415 1.62232
F -4.11746 1.80272 0.61501
F -3.68095 3.35012 -0.88253
O -2.02540 0.26800 -0.28672
C -1.10409 -0.14323 0.64295
C -1.76921 -0.76196 1.88417
F -2.62755 0.10527 2.45141
F -0.79310 -1.05919 2.78169
F -0.21970 0.82444 0.99231
F -0.37811 -1.14956 0.08562
H -2.64738 1.50397 -1.70270
H -1.20783 2.09062 -0.89412
H -1.81466 4.16594 0.61941
H -2.30069 -1.67468 1.60802
C -3.34632 7.94407 -1.25499
C -3.10810 9.43286 -1.53433
C -2.95432 9.86696 -2.99423
F -1.88682 9.27153 -3.56560
F -2.76792 11.20496 -3.02134
F -2.07061 9.89200 -0.80096
F -4.24181 10.06760 -1.10994
O -2.23193 7.15594 -0.87675
C -1.42120 6.52246 -1.78076
C 0.03728 6.99231 -1.68949
F 0.12422 8.31639 -1.90828
F 0.74945 6.33884 -2.64150
F -1.88214 6.57402 -3.04618
F -1.39766 5.20032 -1.42120
H -3.97878 7.93445 -0.36840
H -3.91464 7.47497 -2.05993
H -3.85662 9.62242 -3.56140
H 0.44210 6.75543 -0.70340
C 2.97167 1.60047 1.03123
C 3.17342 3.11680 1.12343
C 3.14127 3.92730 -0.17358
F 4.13244 3.55672 -1.00586
F 3.31107 5.23078 0.14708
F 4.29231 3.40825 1.81955
F 2.09764 3.58208 1.83336
O 4.12185 0.78110 1.03744
C 4.78224 0.43417 -0.12045
C 6.23651 0.92088 -0.13413
F 6.28712 2.26040 0.01950
F 6.77850 0.59904 -1.33264
F 4.11452 0.82270 -1.23154
F 4.85351 -0.91843 -0.14081
H 2.46080 1.34455 1.95919
H 2.29746 1.34042 0.21304
H 2.17639 3.80911 -0.67636
H 6.79378 0.43280 0.66806

=====

Entry 5:
The molecule C5H11N3O, computed with ωB97M-V/def2-TZVPD.

As for the SMILES: C/C=C(/O)C(N)=C(N)N. The value obtained for the HOMO energy is -6.7 eV. The calculation puts the molar mass at 129.16 g mol⁻¹. Its LUMO energy is 0.88 eV. As for the strongest force on any atom: 0.7 eV/A. The gap between HOMO and LUMO is 7.60 eV. The net charge is 0. Its energy relative to the best compared isomer or geometry (same formula, charge and spin) is 64.82 kcal per mole.

Cartesian coordinates (Å):
C 0.58143 0.60437 1.97259
C 1.23608 -0.34248 -0.33936
C 0.16287 0.07285 -1.08148
C -1.01813 -0.18891 -0.29110
N 0.14523 0.89782 -2.23167
N -1.60269 -1.47259 -0.25008
N -1.93947 0.81405 -0.06896
C 0.87948 -0.52791 1.02148
O 2.46049 -0.63488 -0.91109
H 3.12249 -0.64326 -0.21053
H -0.35495 0.48902 -3.01271
H 1.08023 1.15809 -2.51764
H -2.07221 -1.65883 0.62892
H -0.90332 -2.18463 -0.41194
H -1.65403 1.73670 -0.35614
H -2.91818 0.57712 -0.14098
H 1.28981 -1.41187 1.52051
H 1.43094 0.81727 2.63341
H 0.34887 1.52096 1.42859
H -0.27496 0.37710 2.61820

=====

Entry 6:
A 2-piece molecular cluster, C6H15NS overall in a non-equilibrium geometry, computed with ωB97M-V/def2-TZVPD.

The value obtained for the HOMO energy is -8.6 eV. The calculation puts the molar mass at 133.26 g mol⁻¹. Its LUMO energy is -1.31 eV. As for the strongest force on any atom: 3.8 eV/A. The gap between HOMO and LUMO is 7.30 eV. The net charge is 0. Its energy relative to the best compared isomer or geometry (same formula, charge and spin) is 83.37 kcal per mole.

Cartesian coordinates (Å):
C -0.02572 -1.67671 -0.65522
C 0.85518 -2.23813 0.48814
C 1.97297 -1.34128 1.11168
S 2.71611 -0.19799 -0.09540
C -1.14284 -0.74581 -0.18128
N -0.69871 0.59636 0.11508
C -1.01127 1.67411 -0.83544
C -1.28943 2.92858 -0.00945
H 0.55020 -1.15862 -1.42644
H -0.31261 -2.53307 -1.26456
H 1.28574 -3.14800 0.06341
H 0.14337 -2.51348 1.27183
H 1.57780 -0.83766 2.02692
H 2.77688 -2.06517 1.34013
H 1.96214 1.69170 0.36085
H -2.02906 -0.73756 -0.84660
H -1.63262 -1.21527 0.67506
H 0.31701 0.59626 0.11131
H -1.89881 1.38736 -1.41260
H -0.22071 1.81972 -1.59836
H -1.80219 2.59068 0.88729
H -1.81004 3.80187 -0.39443
H -0.28338 3.32209 0.26809

=====

Entry 7:
C10H21CdO5PS6 as an isolated structure, computed with ωB97M-V/def2-TZVPD.

The value obtained for the HOMO energy is -1.3 eV. The calculation puts the molar mass at 557.06 g mol⁻¹. Its LUMO energy is 4.47 eV. As for the strongest force on any atom: 0.7 eV/A. The gap between HOMO and LUMO is 5.76 eV. The net charge is -2. Its energy relative to the best compared isomer or geometry (same formula, charge and spin) is 75.55 kcal per mole.

Cartesian coordinates (Å):
Cd 2.57365 1.42431 1.08882
S 1.93774 3.75528 0.82470
S 0.12706 3.65661 1.88055
S -1.19755 2.12566 0.87751
S -0.04433 0.54492 1.60230
C -4.59391 0.97110 -0.73394
C -3.11158 0.76335 -1.07149
C -2.60874 1.98653 -1.86018
C -2.96592 -0.47040 -1.97434
O -2.40002 0.53410 0.10272
P 0.78105 -0.37290 -0.17475
O 0.67662 0.53051 -1.33550
O 2.16970 -0.73278 0.35253
O -0.05641 -1.69958 -0.47548
C -0.37635 -2.79906 0.38578
C -1.63676 -2.45559 1.17330
C -0.64664 -3.94657 -0.57777
C 0.77269 -3.15613 1.31887
H -5.21763 1.07139 -1.63351
H -4.70972 1.87167 -0.12402
H -4.94756 0.11670 -0.15046
H -3.19058 2.10489 -2.78272
H -1.55255 1.85750 -2.10889
H -2.70453 2.90745 -1.27844
H -3.36800 -0.29274 -2.98139
H -3.49873 -1.32338 -1.53746
H -1.90699 -0.72303 -2.04781
H -2.31710 -1.86954 0.55199
H -1.40792 -1.83983 2.04483
H -2.12085 -3.37757 1.50706
H -1.43552 -3.65961 -1.27643
H -0.96207 -4.83884 -0.02994
H 0.25559 -4.17699 -1.14809
H 1.04004 -2.31794 1.96319
H 1.66592 -3.43554 0.75863
H 0.45924 -3.99317 1.95067
C 5.83034 3.41618 0.05096
O 5.16134 2.33667 0.69106
C 5.68947 1.76345 1.78820
S 7.28356 2.04874 2.22225
S 4.61435 0.64272 2.50105
H 5.11675 3.78609 -0.68006
H 6.74712 3.07209 -0.42615
H 6.07571 4.19328 0.77183

=====

- Look up the strongest force on any atom of the seventh one.
  0.7 eV/A

=====

- What is the formula in the fifth record?
  C5H11N3O